No. 1
The following is a DFT calculation (ωB97M-V/def2-TZVPD) of a structure of composition C24H55N6O8S3 in a non-equilibrium geometry.

The multiplicity is 1. Its HOMO energy is -0.214 hartree. As for the net charge: -1. The gap between HOMO and LUMO is 8.1 eV.

Geometry as XYZ:
```
96
Properties=species:S:1:pos:R:3:forces:R:3
C 1.751929 -4.370745 3.464365 -0.4260 -0.3521 0.1956
C 0.642295 -3.279213 3.085147 0.2204 -0.6298 -1.1280
S 0.773904 -1.702256 4.098046 -0.1094 -0.3756 -0.6466
C 1.483115 -0.418366 2.964218 1.0143 -1.3610 -1.1500
S 0.955891 1.319473 3.321370 1.9552 5.1129 0.3634
O 1.280226 2.186246 2.112035 -1.1735 -3.0163 2.1233
O 1.837224 1.824069 4.456212 -2.5161 -2.3105 -1.9165
N -0.657519 1.484052 3.860053 -0.0690 -1.7148 -2.2860
S -1.770528 1.007013 2.660467 1.8363 2.2983 -3.8652
O -1.047695 0.509290 1.407788 -1.5201 -0.1090 2.9603
O -2.680662 2.141248 2.217999 1.3232 -2.7750 2.3049
C -2.776641 -0.471740 3.259461 -0.6473 -0.1361 0.2719
C -3.837996 -0.932336 2.302063 -0.4067 -1.9148 1.9009
C -4.690132 -2.155985 2.645794 3.7792 1.8261 3.0252
C -4.279967 -2.745547 4.001283 0.7948 2.4243 -1.7830
C -3.193409 -2.069715 4.806278 -0.5325 -0.6924 -0.0752
N -2.384534 -0.938957 4.532087 -4.5222 -2.3179 -3.6329
H 1.311968 -5.425373 3.306333 0.7088 1.5414 0.0729
H 2.718428 -4.290936 2.861461 -1.3144 0.0784 0.8807
H 1.986603 -4.293815 4.575020 -0.1575 -0.0330 -1.4369
H -0.380586 -3.790896 3.225741 1.3772 1.1957 0.0611
H 0.707431 -3.015335 1.963213 -0.0928 -0.2795 1.7065
H 2.620948 -0.456054 3.089163 -1.6260 0.6243 -0.0648
H 1.263108 -0.707402 1.879091 -0.0806 0.6951 1.5177
H -4.008171 -0.380092 1.324911 0.4710 -0.6922 1.5477
H -5.504867 -2.575667 1.983825 1.2659 0.6590 0.9449
H -4.791395 -3.682160 4.395314 0.8690 1.4958 -0.4287
H -2.970410 -2.552638 5.827286 -0.3497 0.7990 -1.7129
C -2.052136 -4.644654 -2.422485 0.1667 -0.1942 -0.1077
C -1.713094 -3.594054 -1.367389 -0.4393 0.0601 -0.1691
C -2.473401 -3.777514 -0.041609 0.2609 0.2739 0.2110
O -3.836919 -3.367782 -0.072662 0.0946 -0.4416 -0.0622
C -4.725582 -4.312845 -0.641951 -0.0335 0.4111 0.0301
N -1.936427 -2.259239 -1.934848 -0.0022 0.0341 0.2804
H -3.012347 -4.460029 -2.907187 0.0096 0.0530 0.0914
H -1.294704 -4.645801 -3.211195 -0.0680 0.0698 0.0691
H -2.076512 -5.647190 -1.985044 -0.0220 0.0324 -0.0185
H -0.645578 -3.695659 -1.143966 -0.0770 0.1060 0.1266
H -1.994834 -3.137091 0.705644 -0.1195 0.0780 -0.0286
H -2.391398 -4.805929 0.332254 -0.0863 -0.1073 -0.1081
H -4.429197 -5.342650 -0.421645 0.0661 0.0038 -0.0602
H -4.799668 -4.158281 -1.720332 -0.0246 -0.2412 -0.0693
H -5.717554 -4.139721 -0.218137 0.0577 0.0219 0.0578
H -1.611949 -1.562123 -1.265460 0.1449 -0.0104 -0.1063
H -2.944753 -2.109041 -1.968686 0.1318 -0.0436 -0.0884
C 4.584435 -1.635577 -1.734168 0.1856 -0.0169 -0.2154
C 3.721263 -2.754117 -1.156956 -0.0989 0.4041 0.1303
C 2.223789 -2.619046 -1.500301 -0.0849 -0.0325 0.2795
O 1.534797 -1.627245 -0.743894 0.1693 -0.4250 -0.4812
C 1.712313 -0.299921 -1.216761 -0.2266 0.2734 0.3762
N 3.938444 -2.824297 0.293829 -0.2680 -0.1712 -0.0103
H 4.501539 -0.705564 -1.169894 -0.0913 -0.0897 0.0054
H 5.639099 -1.923988 -1.714893 -0.1000 -0.0107 0.0583
H 4.316378 -1.429534 -2.774400 0.0258 0.0430 0.0552
H 4.072439 -3.692840 -1.600479 -0.1225 -0.0285 0.0486
H 1.735629 -3.567627 -1.253468 -0.0131 0.0358 0.0964
H 2.068942 -2.462243 -2.575076 0.0696 0.1426 -0.0274
H 1.789045 -0.258139 -2.307766 0.0844 -0.1179 -0.0141
H 2.591907 0.150293 -0.753156 0.0257 0.1157 -0.1648
H 0.844563 0.285681 -0.907078 0.0226 -0.1076 0.0779
H 3.441767 -3.635008 0.659830 0.1277 0.0178 -0.0176
H 3.448780 -2.033005 0.712898 0.1618 -0.0149 -0.0416
C -1.631763 7.800916 3.073483 0.1882 0.1797 -0.1414
C -1.941212 6.325549 2.828713 -0.2651 0.0930 0.3544
C -3.387979 6.066246 2.360408 0.1918 -0.4053 -0.0806
O -4.367840 6.151930 3.393039 -0.0316 0.3592 -0.3421
C -4.763750 7.471677 3.718197 -0.0293 -0.3904 0.2537
N -1.621894 5.564379 4.039990 -0.2723 -0.1181 -0.1435
H -2.041237 8.166071 4.017063 -0.0392 -0.0909 -0.0309
H -0.550495 7.957648 3.116166 -0.0916 -0.0838 0.0356
H -2.025613 8.424629 2.265018 -0.0071 -0.0021 0.0370
H -1.275515 5.986268 2.027856 -0.1306 -0.1109 0.0290
H -3.441582 5.037931 1.991487 -0.0063 0.0060 0.1708
H -3.660299 6.713390 1.516511 -0.0267 0.1917 0.0708
H -4.778058 8.125933 2.841172 0.0987 0.0178 -0.0025
H -4.109714 7.881750 4.490714 0.0080 0.2468 -0.0848
H -5.773048 7.427292 4.133575 0.0112 -0.0718 -0.0603
H -1.730334 4.570076 3.840276 0.2812 0.0006 -0.0028
H -2.356966 5.753862 4.721242 0.1437 0.0450 -0.0592
C 3.837819 2.124523 -7.451955 -0.0722 0.2268 -0.1623
C 3.059120 1.472987 -6.311788 0.3797 -0.1718 -0.0560
C 3.825631 1.447860 -4.973676 -0.2489 -0.1345 0.0949
O 4.852436 0.463430 -4.900941 -0.0442 0.4224 -0.0322
C 6.066915 0.833421 -5.531048 -0.0270 -0.3903 0.0800
N 2.648569 0.125079 -6.724097 0.0003 -0.0473 0.2702
H 4.607859 1.470045 -7.863592 -0.0414 -0.0240 0.1029
H 3.163127 2.375612 -8.274843 0.0310 -0.0801 0.0876
H 4.316517 3.050741 -7.121529 -0.0054 -0.0576 -0.0110
H 2.155455 2.072318 -6.156508 0.0396 -0.0846 0.1166
H 3.114499 1.186694 -4.184204 0.0762 -0.0879 -0.0230
H 4.222041 2.437953 -4.717979 0.0948 0.0158 -0.1132
H 6.273146 1.903138 -5.433032 -0.0716 0.0085 -0.0580
H 6.049383 0.541732 -6.583186 0.1167 0.1959 -0.0858
H 6.876389 0.279332 -5.051665 -0.0951 0.0252 0.0687
H 2.043214 -0.266476 -6.004630 -0.0647 0.0568 -0.1406
H 3.477545 -0.468321 -6.689835 -0.0891 0.0967 -0.0957
```
Forces are in eV/Å.


No. 2
The following is a DFT calculation (ωB97M-V/def2-TZVPD) of a cluster of 3 separate species, C24H55NO12P3S in total in a non-equilibrium geometry.

The multiplicity is 2. Its HOMO energy (spin up / spin down) is -0.300 / -0.303 hartree. As for the net charge: 0. The expectation value of S² is 0.754. The gap between HOMO and LUMO (spin up / spin down) is 7.4 / 7.5 eV.

Geometry as XYZ:
```
96
Properties=species:S:1:pos:R:3:forces:R:3
C 0.952092 -0.123928 6.769488 -0.2449 0.0270 -0.1487
C 1.446202 0.756888 5.626536 -0.4690 -0.2974 0.8926
O 0.284282 1.350526 4.992332 -0.7456 -0.1404 -0.8115
P 0.561424 1.776254 3.463432 2.8783 0.7266 -0.1377
O 1.915909 2.345217 3.378042 0.2160 0.1870 -0.2776
C 0.525875 0.268050 2.448972 -2.0262 -0.3155 0.3140
C 0.103438 0.486203 0.976488 1.0931 0.6346 0.0216
C 1.084455 -0.153747 -0.049457 -0.2155 -0.0352 0.2985
C 2.424620 0.634464 0.126263 0.4293 -0.5796 0.3290
S 3.199212 1.278567 -1.378242 -0.2346 0.6099 -0.5427
C 4.993775 0.959464 -1.297128 -0.2637 0.1516 0.9422
C 5.556634 1.065063 0.144662 0.1007 -0.5751 -0.7592
C 0.386939 -0.067642 -1.438851 -0.1396 -0.6825 0.5734
C 0.602483 -1.240751 -2.417415 -0.5684 0.5304 -1.6843
C -0.413467 -1.029635 -3.573944 0.2942 -0.6876 0.4889
C 1.977573 -1.286894 -3.090671 0.1374 0.4306 -0.1350
N 0.289541 -2.582769 -1.828766 1.5659 0.8937 1.0451
O 0.983605 -3.524878 -2.343347 -0.6215 -0.2510 -0.4135
C 0.281444 -2.592432 -0.338588 -0.5470 -1.7607 1.0726
C -1.145798 -2.385337 0.236180 0.4509 0.3484 -0.2367
C 0.667133 -4.022757 0.107104 -0.1061 0.5950 0.9126
C 1.340282 -1.653672 0.267958 -0.1483 0.4915 -1.4872
O -0.465377 2.885527 2.955291 -0.8652 -1.5356 0.7132
C -1.848395 2.462597 2.895208 -1.1135 0.9234 -0.1009
C -2.497886 2.230207 4.260982 0.4545 -0.6336 0.1688
H 1.717159 -0.224913 7.539907 0.0153 -0.0344 -0.0696
H 0.674927 -1.120286 6.418255 0.0242 0.0439 0.0097
H 0.061958 0.319157 7.220389 0.1259 0.0621 0.0593
H 2.000818 0.141980 4.918905 0.1994 0.3118 -0.0649
H 2.046482 1.571654 6.024187 0.2075 -0.0415 -0.3120
H -0.222395 -0.400764 2.900949 0.1846 -0.0891 0.0229
H 1.481264 -0.235850 2.577040 0.1548 0.3449 -0.0137
H -0.927452 0.183169 0.814559 0.0583 -0.1010 0.0312
H 0.171153 1.564012 0.783762 -0.3238 -0.0717 -0.1707
H 2.295168 1.452574 0.837355 -0.0299 0.0507 -0.1465
H 3.143770 -0.042668 0.598009 0.0109 0.0912 -0.0422
H 5.195650 -0.006747 -1.758493 0.1408 0.0235 0.0778
H 5.451499 1.742821 -1.900619 -0.2575 -0.0645 -0.1996
H 5.767757 0.051420 0.490642 0.0050 0.1601 0.3019
H 6.495011 1.618639 0.121964 -0.0326 -0.0056 0.1826
H 4.853131 1.543226 0.821321 0.1271 0.0919 0.0281
H -0.686673 -0.069831 -1.221668 0.0479 0.0372 -0.0834
H 0.550520 0.875044 -1.964145 0.3041 -0.0845 0.0276
H -0.108188 -0.190975 -4.199055 -0.2305 0.0673 0.0324
H -0.403020 -1.948087 -4.164666 -0.0241 0.1496 -0.1646
H -1.419440 -0.918621 -3.163998 -0.0015 0.2534 -0.1709
H 2.197356 -0.276654 -3.436331 0.1091 -0.0268 0.1720
H 2.780290 -1.618956 -2.431729 -0.0326 0.0591 0.0016
H 1.980391 -1.907697 -3.985516 -0.1782 -0.2445 0.2300
H -1.627682 -3.352843 0.372900 -0.1288 0.0964 -0.1392
H -1.052366 -1.914419 1.216636 -0.2020 -0.0932 0.0112
H -1.771334 -1.759552 -0.400580 -0.0348 -0.0130 0.0811
H 1.733515 -4.215915 0.007708 -0.1010 -0.2115 -0.3738
H 0.454852 -4.048935 1.185013 0.0325 -0.0732 -0.0701
H 0.036289 -4.779668 -0.351038 0.2472 -0.0246 -0.2388
H 1.459670 -1.873604 1.329297 -0.1447 0.1192 0.0106
H 2.292153 -1.913218 -0.211387 -0.0405 -0.0933 0.0903
H -2.387718 3.284677 2.421574 0.3288 0.0670 -0.1166
H -1.976098 1.611635 2.221918 0.2203 -0.0835 0.1587
H -3.526721 2.584463 4.297661 0.0321 -0.0212 -0.1568
H -1.929646 2.713037 5.056380 -0.0627 0.1986 -0.1370
H -2.484063 1.163447 4.499991 -0.1458 0.0720 0.0819
C 2.250003 4.119171 -9.589644 -0.2049 -0.0853 -0.2025
O 1.757962 4.527815 -8.299071 3.0793 -1.2531 -0.1212
P 2.078145 3.520116 -7.013121 -4.8957 0.6302 3.6354
O 0.884151 2.632752 -7.014681 0.7414 -0.1302 -0.6030
O 1.995277 4.743417 -5.959135 0.0470 -0.2082 0.0607
C 0.775727 5.468667 -5.824737 -0.0698 0.2619 -0.1041
O 3.178897 2.714901 -6.122559 1.3383 0.7189 -2.8238
C 2.814335 2.422597 -4.774541 -0.0586 0.0028 0.7051
H 1.939605 4.864831 -10.316814 -0.0605 0.0393 0.0908
H 3.338838 4.064397 -9.587421 -0.0067 0.0397 -0.0591
H 1.831228 3.149943 -9.867578 -0.0088 0.0182 0.0154
H -0.087767 4.833909 -6.026846 0.0571 -0.0472 -0.0494
H 0.772017 6.324751 -6.499547 -0.0341 -0.0260 -0.0459
H 0.718956 5.831260 -4.799692 0.0838 -0.0511 0.0119
H 1.800715 2.028264 -4.707720 -0.0205 0.0579 -0.1782
H 2.911115 3.312107 -4.154029 -0.0485 0.0113 -0.0662
H 3.508654 1.667463 -4.410022 0.0663 -0.0045 -0.2236
C -8.054638 -2.483138 3.153841 -0.1411 0.1089 -0.2556
O -6.896201 -3.331199 3.024988 -0.2492 1.7997 2.8099
P -5.436392 -2.700332 3.509390 3.9670 -2.6081 -3.9057
O -4.933377 -2.086719 2.250144 -0.6182 0.4628 0.5901
O -4.835599 -4.168291 3.818134 0.1388 0.2126 0.0471
C -4.723993 -5.114650 2.756550 -0.1688 -0.2376 -0.0734
O -4.543910 -1.995974 4.679518 -3.0420 0.4017 0.7752
C -3.137249 -2.184966 4.595995 0.7298 -0.1571 0.0582
H -8.912988 -3.031247 2.775037 0.0861 -0.0771 -0.0342
H -8.233379 -2.231478 4.199225 -0.0636 -0.0263 -0.0135
H -7.924930 -1.569968 2.569840 0.0124 -0.0266 -0.0062
H -4.551931 -4.619545 1.800085 -0.0429 0.0699 0.0405
H -5.625786 -5.723914 2.701027 -0.0281 0.0336 -0.0442
H -3.877841 -5.762387 2.979652 0.0109 0.0604 0.0796
H -2.770206 -2.026892 3.581448 -0.1912 -0.0299 -0.0684
H -2.861550 -3.180863 4.940328 -0.0921 -0.0112 -0.0607
H -2.671867 -1.450133 5.252328 -0.2287 0.0717 0.0410
```
Forces are in eV/Å.